The following is a DFT calculation (ωB97M-V/def2-TZVPD) of C8H12N2O3S in the gas phase.

The calculation puts the relative energy (zero: lowest compared OMol25 entry of this formula, charge and spin) at 125.9 kcal/mol. Its total energy is -1045.22903 a.u. For the LUMO energy (alpha / beta), the calculation gives 0.41 / 0.41 eV. Its HOMO energy (alpha / beta) is -6.832 / -6.834 eV. Its HOMO-LUMO gap (alpha / beta) is 0.2661 / 0.2662 hartree.

Geometry as XYZ:
```
26
C8H12N2O3S (ωB97M-V/def2-TZVPD)
C 2.780 -1.804 -0.112
C 3.458 -0.642 -0.480
C -1.475 0.130 0.814
C -0.061 0.686 0.326
C -2.668 0.950 0.332
C 1.236 -0.087 0.356
C -2.477 2.427 0.128
C 0.496 -2.376 0.771
N 1.487 -1.404 0.302
N -0.088 1.258 -1.033
O 0.952 1.936 -1.428
O -0.186 0.153 -1.933
O -3.660 0.259 0.097
S 2.603 0.757 -0.217
H 2.950 -2.758 -0.490
H 4.521 -0.587 -0.860
H -1.620 -0.855 0.522
H -1.445 0.065 2.016
H 0.065 1.571 0.922
H -3.433 2.841 0.265
H -2.192 2.437 -0.953
H -1.612 2.597 0.751
H -0.100 -2.642 -0.145
H 0.922 -3.396 1.153
H -0.152 -2.126 1.682
H -0.301 0.608 -2.785
```


The following is a DFT calculation (ωB97M-V/def2-TZVPD) of 6 unconnected molecules or ions with the total composition C24H24BF4O14.

The calculation puts the relative energy (zero: lowest compared OMol25 entry of this formula, charge and spin) at 76.9 kcal/mol. Its total energy is -2406.46706 a.u. For the LUMO energy, the calculation gives -0.04 eV. Its HOMO energy is -6.684 eV. The net charge is -1. Its HOMO-LUMO gap is 0.2441 hartree.

Geometry as XYZ:
```
67
C24H24BF4O14 (ωB97M-V/def2-TZVPD)
B 0.899 1.934 1.531
F -0.118 2.262 0.697
F 1.097 0.594 1.302
F 2.052 2.588 1.127
F 0.648 2.157 2.812
C 5.182 -0.781 -0.506
C 4.435 0.204 0.373
C 4.716 0.225 1.886
O 4.232 1.028 2.620
C 5.555 -0.829 2.422
C 6.315 -1.830 1.446
C 6.038 -1.782 -0.003
O 6.622 -2.607 -0.681
O 7.286 -2.668 2.007
O 3.674 1.173 -0.213
H 4.665 -0.701 -1.635
H 5.695 -0.963 3.447
H 7.689 -3.164 1.296
H 3.082 1.608 0.149
C -5.956 3.168 0.536
C -5.832 1.827 1.317
C -4.652 1.124 1.296
O -4.435 0.190 2.047
C -3.530 1.634 0.519
C -3.499 2.988 -0.191
C -4.749 3.720 -0.214
O -4.833 4.843 -0.662
O -2.402 3.717 -0.642
O -6.890 1.497 2.035
H -6.922 3.744 0.408
H -2.746 1.035 0.655
H -1.652 3.246 -0.226
H -6.527 0.880 2.490
C -3.427 -3.216 2.491
C -3.552 -3.362 0.955
C -2.722 -2.561 0.059
O -2.862 -2.672 -1.110
C -1.697 -1.702 0.676
C -1.517 -1.655 2.203
C -2.348 -2.485 3.109
O -1.987 -2.579 4.358
O -0.919 -0.534 2.868
O -4.575 -4.178 0.542
H -3.971 -3.956 2.987
H -1.046 -1.196 -0.018
H -0.343 0.155 2.348
H -3.997 -4.737 0.040
C 0.365 3.787 -2.526
C 0.223 2.517 -3.276
O -0.506 2.337 -4.227
C 0.991 1.357 -2.815
H -0.603 4.203 -2.506
H 0.808 4.476 -3.107
H 0.891 3.887 -1.457
H 2.088 1.723 -2.838
H 0.807 0.536 -3.473
H 0.703 1.046 -1.779
C 1.832 -2.011 -1.128
C 2.008 -2.297 -2.627
O 3.045 -2.248 -3.173
C 0.684 -2.633 -3.328
H 1.042 -2.566 -0.668
H 1.767 -0.842 -1.055
H 2.461 -2.589 -0.569
H 0.009 -2.697 -2.491
H 0.727 -3.449 -3.724
H 0.491 -1.917 -4.166
```


The following is a DFT calculation (ωB97M-V/def2-TZVPD) of a molecular structure, C23H43N2OP3ReSe.

The calculation puts the relative energy (zero: lowest compared OMol25 entry of this formula, charge and spin) at 75.0 kcal/mol. The spin multiplicity is 4. Its total energy is -4589.02397 a.u. For the LUMO energy (alpha / beta), the calculation gives -15.27 / -15.28 eV. Its HOMO energy (alpha / beta) is -19.699 / -19.702 eV. The net charge is +4. Its HOMO-LUMO gap (alpha / beta) is 0.1626 / 0.1624 hartree.

Geometry as XYZ:
```
74
C23H43N2OP3ReSe (ωB97M-V/def2-TZVPD)
Re -0.977 -0.461 -0.113
P -3.003 -0.206 -1.002
P -0.116 -2.392 -0.728
P -0.228 1.988 -0.630
H 3.506 -0.817 -2.138
C 3.741 0.090 -1.593
C 3.996 0.078 -0.268
H 4.584 -0.734 0.119
C -3.440 -0.252 -2.782
C -4.192 -1.405 -0.245
C -3.710 1.391 -0.385
C 1.654 -2.905 -0.818
C -0.613 -3.648 0.546
C -0.717 -3.176 -2.283
C 1.466 2.754 -0.673
C -0.753 3.097 0.760
C -0.931 2.986 -2.014
H 3.611 1.008 -2.131
H 3.872 0.923 0.412
H -4.528 -0.273 -2.928
H -3.010 -1.150 -3.247
H -3.027 0.616 -3.313
H -5.222 -1.183 -0.554
H -4.095 -1.322 0.847
H -3.905 -2.423 -0.546
H -4.787 1.434 -0.587
H -3.230 2.255 -0.847
H -3.571 1.490 0.700
H 1.668 -3.926 -1.230
H 2.079 -2.932 0.203
H 2.242 -2.225 -1.448
H -0.486 -4.638 0.083
H -1.659 -3.466 0.836
H 0.046 -3.526 1.424
H -0.182 -4.136 -2.369
H -0.485 -2.513 -3.139
H -1.801 -3.347 -2.193
H 1.363 3.831 -0.899
H 2.124 2.297 -1.417
H 1.944 2.674 0.315
H -0.764 4.131 0.402
H -0.019 3.007 1.572
H -1.740 2.847 1.158
H -0.622 4.041 -1.874
H -2.025 2.949 -2.049
H -0.537 2.633 -2.972
C 1.399 0.206 -4.784
C 2.779 -0.053 -4.736
C 3.567 -0.022 -5.893
C 2.968 0.262 -7.129
C 1.585 0.499 -7.203
C 0.798 0.474 -6.042
Se 0.316 0.170 -3.242
H -1.744 -1.289 1.141
H 3.267 -0.247 -3.787
H 4.644 -0.212 -5.799
H 3.584 0.287 -8.027
H 1.115 0.711 -8.155
H -0.271 0.682 -6.086
N -2.211 1.565 5.640
C -2.133 1.473 4.271
O -3.000 1.942 3.536
C -0.912 0.794 3.717
C 0.176 0.244 4.423
C 1.239 -0.295 3.697
C 1.244 -0.236 2.291
N 0.111 0.083 1.639
C -0.937 0.627 2.329
H -3.065 1.941 6.020
H -1.589 1.045 6.257
H 0.182 0.222 5.517
H 2.057 -0.813 4.188
H 2.106 -0.526 1.669
H -1.824 0.849 1.702
```


The following is a DFT calculation (ωB97M-V/def2-TZVPD) of a molecular structure, C21H41AlGeN6O2S.

The calculation puts the relative energy (zero: lowest compared OMol25 entry of this formula, charge and spin) at 12.7 kcal/mol. Its total energy is -4021.23210 a.u. For the LUMO energy (alpha / beta), the calculation gives 4.16 / 4.17 eV. Its HOMO energy (alpha / beta) is 0.205 / 0.649 eV. The net charge is -2. Its HOMO-LUMO gap (alpha / beta) is 0.1454 / 0.1294 hartree.

Geometry as XYZ:
```
73
C21H41AlGeN6O2S (ωB97M-V/def2-TZVPD)
Al -0.021 -2.010 -2.918
C 2.964 -3.409 -3.833
C 2.844 -2.170 -2.903
C 3.598 -2.472 -1.649
O 1.588 -1.716 -2.676
H 2.267 -3.279 -4.665
H 2.750 -4.367 -3.306
H 3.998 -3.434 -4.230
H 3.438 -1.319 -3.349
H 2.981 -2.599 -0.729
H 4.313 -1.702 -1.371
H 4.181 -3.414 -1.772
N -6.579 2.125 4.433
C -6.389 1.807 3.136
S -7.613 1.342 2.158
C -5.056 1.939 2.622
C -4.105 2.827 3.219
C -2.873 2.715 2.699
N -2.395 1.611 2.070
C -3.281 0.907 1.433
C -4.613 1.226 1.506
H -7.494 2.025 4.795
H -5.768 2.132 5.032
H -4.330 3.554 3.984
H -2.181 3.459 2.973
H -2.976 0.038 0.798
H -5.411 0.870 0.812
C 4.778 3.126 2.051
Ge 3.524 1.526 1.955
C 4.733 0.091 2.629
C 2.841 1.357 0.122
C 2.310 1.978 3.389
H 5.546 3.062 1.286
H 5.154 3.150 3.071
H 4.164 3.990 1.890
H 5.724 0.266 2.227
H 4.403 -0.893 2.299
H 4.780 0.208 3.699
H 1.994 2.028 0.055
H 2.639 0.304 -0.041
H 3.647 1.752 -0.490
H 2.819 2.013 4.282
H 1.610 1.174 3.420
C -1.523 -2.361 0.319
C -0.645 -3.380 -0.379
C -1.015 -4.858 -0.210
C 0.846 -3.328 0.139
N -0.702 -3.262 -1.808
H -1.371 -2.453 1.425
H -2.566 -2.679 0.216
H -1.384 -1.318 -0.024
H -1.852 -4.910 0.555
H -0.218 -5.560 0.132
H -1.501 -5.290 -1.090
H 0.885 -3.639 1.215
H 1.282 -2.322 0.043
H 1.457 -4.129 -0.350
H 1.910 2.814 3.320
C -1.294 3.452 -2.951
N -1.253 1.975 -3.095
C -1.397 1.260 -4.385
C -1.134 -0.195 -3.904
O -0.805 -1.180 -4.568
N -1.025 -0.209 -2.551
C -1.057 1.070 -2.109
N -0.883 1.302 -0.832
H -2.242 3.850 -3.300
H -0.406 3.998 -3.407
H -1.289 3.635 -1.877
H -0.713 1.530 -5.196
H -2.424 1.385 -4.802
H -1.417 0.761 -0.166
H -0.774 2.224 -0.471
```


The following is a DFT calculation (ωB97M-V/def2-TZVPD) of C2H3BrS2 in the gas phase.

The calculation puts the relative energy (zero: lowest compared OMol25 entry of this formula, charge and spin) at 57.5 kcal/mol. Its total energy is -3448.26602 a.u. For the LUMO energy (alpha / beta), the calculation gives -0.94 / -0.94 eV. Its HOMO energy (alpha / beta) is -8.644 / -8.644 eV. Its HOMO-LUMO gap (alpha / beta) is 0.2831 / 0.2831 hartree.

Geometry as XYZ:
```
8
C2H3BrS2 (ωB97M-V/def2-TZVPD)
C -2.556 -1.025 -0.592
C 1.639 0.296 0.491
S -0.987 -0.716 -0.779
S 0.562 1.097 -0.707
Br -4.059 0.017 -0.442
H 2.240 -0.428 -0.161
H 1.126 -0.319 1.105
H 2.036 1.078 1.085
```


The following is a DFT calculation (ωB97M-V/def2-TZVPD) of a gas-phase ion, C8H8ClN2O (charge +1).

The calculation puts the relative energy (zero: lowest compared OMol25 entry of this formula, charge and spin) at 8.4 kcal/mol. Its total energy is -954.30387 a.u. For the LUMO energy, the calculation gives -4.80 eV. Its HOMO energy is -13.751 eV. The net charge is +1. Its HOMO-LUMO gap is 0.3288 hartree.

Geometry as XYZ:
```
20
C8H8ClN2O (ωB97M-V/def2-TZVPD)
C -0.791 1.321 -0.887
C -0.319 0.633 -1.968
C -0.344 0.926 0.397
C 0.328 -0.255 0.545
C 0.722 -1.145 -0.654
C -0.151 0.663 2.427
C -0.384 0.807 3.901
C 0.416 -1.438 -3.073
N -0.539 1.507 1.541
N 0.360 -0.599 -1.897
O 0.552 -0.384 1.874
Cl 1.661 -2.508 -0.661
H -1.217 2.242 -0.967
H -0.442 0.911 -2.985
H -1.477 0.656 4.051
H 0.226 0.051 4.455
H -0.049 1.840 4.139
H -0.010 -1.057 -3.952
H 1.453 -1.786 -3.466
H 0.007 -2.386 -2.819
```